Entry from the OMol25 dataset: a 3-piece molecular cluster, C31H61BrFN3O3Si overall at a distorted geometry (ωB97M-V/def2-TZVPD).

Calculated values
E = -124384.91327 eV
E_HOMO (spin up / spin down) = -7.85 / -8.89 eV
Strongest force on any atom = 1.7 eV/A
M = 650.835 u
Kohn-Sham gap (spin up / spin down) = 8.29 / 9.08 eV

ORCA input file:
```
! RIJCOSX wB97M-V def2-TZVPD def2/J DEFGRID3
* xyz 0 3
C -4.14378 -3.73876 -0.17804
C -4.10463 -2.92743 -1.47681
C -2.68442 -2.48530 -1.79526
F -2.10058 -3.46098 -2.60177
C -2.50311 -1.14305 -2.53613
C -3.36831 0.04759 -2.11552
C -2.50622 0.92194 -1.15647
C -2.05838 2.28523 -1.74927
Br -1.97942 2.30915 -3.71402
C -0.69750 2.76466 -1.24565
C -0.50240 4.27216 -1.47610
Si -3.59913 1.34331 0.35955
C -5.09940 2.27597 -0.29767
C -4.26770 -0.16719 1.24890
C -2.74709 2.44492 1.63080
N -1.29854 0.11744 -0.91568
C -1.11178 -0.66312 -2.09464
O -0.04529 -0.89302 -2.63034
H -5.07816 -4.27116 -0.05252
H -3.93729 -3.11174 0.68389
H -3.33591 -4.46781 -0.22132
H -4.79819 -2.09639 -1.44179
H -4.44674 -3.59148 -2.26684
H -2.11619 -2.47541 -0.86442
H -2.58793 -1.36150 -3.59333
H -4.35395 -0.20136 -1.72969
H -3.60632 0.57490 -3.03451
H -2.77334 3.05947 -1.49316
H -0.58123 2.50593 -0.20079
H 0.06092 2.20864 -1.78622
H 0.38682 4.46718 -2.06600
H -0.36031 4.79386 -0.53332
H -1.35417 4.70592 -1.98915
H -4.83388 3.15567 -0.87630
H -5.65909 2.62014 0.56882
H -5.72355 1.63815 -0.91661
H -4.84356 0.20479 2.09546
H -4.96545 -0.71769 0.62438
H -3.50659 -0.82797 1.65127
H -2.92205 2.02213 2.61689
H -3.18442 3.43808 1.58183
H -1.67245 2.53279 1.51885
H -1.26046 -0.39610 -0.05164
C 2.51153 2.15666 4.97912
C 1.19208 2.93188 4.74699
C 1.32663 4.37305 5.24366
C 1.29057 4.51486 6.76435
C 0.07426 3.80202 7.35119
C -0.01994 2.33908 6.92138
N 0.05059 2.24591 5.43116
O -1.08297 2.56334 4.89867
C 1.09230 1.51336 7.59046
C -1.33885 1.74243 7.39577
C 0.95224 2.94377 3.24181
H 2.32129 1.09934 5.16056
H 3.14934 2.21680 4.09883
H 3.09360 2.54786 5.81265
H 0.51689 4.97348 4.81719
H 2.25924 4.78796 4.85568
H 2.21149 4.12752 7.20860
H 1.25212 5.57354 7.02642
H 0.09695 3.85024 8.44170
H -0.83223 4.32818 7.03553
H 1.08789 0.48783 7.21963
H 0.91973 1.47998 8.66587
H 2.08987 1.92014 7.45077
H -2.19713 2.31477 7.05063
H -1.35753 1.73582 8.48501
H -1.45069 0.71526 7.04603
H 0.81490 1.93366 2.85136
H 1.81884 3.38320 2.74949
H 0.08582 3.53987 2.95925
C 3.10967 -5.36623 -5.66186
C 4.23451 -4.46051 -5.10532
C 4.25243 -4.51149 -3.57491
C 3.12370 -3.72058 -2.91309
C 3.06627 -2.29305 -3.45386
C 2.96653 -2.24206 -4.97459
N 4.06357 -3.05457 -5.58072
O 5.18472 -2.41209 -5.58037
C 1.58124 -2.73563 -5.42666
C 3.07884 -0.80159 -5.45522
C 5.55357 -5.00746 -5.63702
H 2.71424 -4.97284 -6.59767
H 3.49243 -6.36382 -5.87354
H 2.28103 -5.49079 -4.96578
H 5.20901 -4.11776 -3.21689
H 4.20942 -5.55730 -3.26182
H 2.16361 -4.22317 -3.05973
H 3.28691 -3.69237 -1.83393
H 2.21552 -1.76443 -3.02463
H 3.96395 -1.75624 -3.12843
H 1.52732 -2.78858 -6.51534
H 0.82185 -2.03412 -5.08317
H 1.30470 -3.70672 -5.02502
H 3.98983 -0.32059 -5.10453
H 2.23105 -0.23319 -5.07379
H 3.06451 -0.75137 -6.54509
H 5.59801 -4.93822 -6.72480
H 5.64151 -6.05639 -5.35548
H 6.41237 -4.48118 -5.22614
*
```

Here are the Mulliken charges for atoms 1 to 5, given in e:
1 C -1.38
2 C -0.41
3 C 0.02
4 F -0.41
5 C 0.58

=====

Entry from the OMol25 dataset: a 3-piece molecular cluster, C31H61F5N2O6 overall at a distorted geometry (ωB97M-V/def2-TZVPD).

Calculated values
E = -61987.71693 eV
Structure (SMILES) = COCCCCCCCCCC[C@]1(OC[C@H](C)O)OC(=O)O[C@@H]1C(F)(F)C(F)(F)F.CCN(CC)CC.CCN(CC)CC
E_HOMO = -7.96 eV
Strongest force on any atom = 2.3 eV/A
M = 652.827 u
Kohn-Sham gap = 8.61 eV

ORCA input file:
```
! RIJCOSX wB97M-V def2-TZVPD def2/J DEFGRID3
* xyz 0 1
C -5.58530 1.39240 5.96933
O -4.33305 2.01359 5.74292
C -3.32673 1.59600 6.67865
C -2.53172 2.81644 7.19257
C -1.08233 2.96231 6.67620
C -0.95692 3.87303 5.43657
C -1.24442 3.15764 4.08839
C -0.25822 3.55013 2.95464
C -0.95032 4.06700 1.66573
C -0.23743 3.70037 0.33426
C -1.13421 2.96006 -0.67369
C -1.85880 1.70204 -0.15800
C -1.04221 0.47807 0.23618
O -1.84968 -0.68994 0.32089
C -3.20976 -0.61952 0.75370
C -3.36782 -0.29014 2.26050
C -4.01337 -1.45819 3.02919
O -4.18519 0.88972 2.37689
O -0.37053 0.56116 1.52399
C 0.26325 -0.63880 1.60599
O 0.49973 -1.22503 2.57808
O 0.60422 -1.07713 0.35330
C 0.17585 -0.07292 -0.58276
C 1.48850 0.69316 -0.84498
F 2.04537 1.20329 0.27672
F 1.33448 1.69587 -1.74473
C 2.55782 -0.28146 -1.46030
F 1.98980 -1.19348 -2.22671
F 3.25114 -0.88362 -0.53895
F 3.39491 0.40198 -2.20325
H -6.23696 1.63929 5.12149
H -5.48708 0.29319 6.00794
H -6.05020 1.75828 6.89772
H -3.82833 1.10028 7.52578
H -2.67440 0.86017 6.18152
H -3.12494 3.70290 6.91537
H -2.49396 2.73670 8.28872
H -0.45216 3.36977 7.47759
H -0.68713 1.96731 6.41944
H 0.05801 4.28858 5.40399
H -1.67964 4.69656 5.54874
H -2.27579 3.35778 3.76258
H -1.18400 2.06628 4.24307
H 0.37346 2.68748 2.71214
H 0.42366 4.33567 3.31901
H -2.00307 3.75421 1.66394
H -0.96971 5.16769 1.72686
H 0.06803 4.64412 -0.14617
H 0.68980 3.16311 0.55123
H -0.62073 2.72141 -1.60875
H -1.92949 3.67548 -0.94966
H -2.55839 1.35357 -0.93161
H -2.49183 2.01040 0.68572
H -3.59630 -1.63460 0.57520
H -3.83059 0.04738 0.13830
H -2.38237 -0.09887 2.70568
H -5.10342 -1.40606 2.87793
H -3.66794 -2.43190 2.65859
H -3.80865 -1.38528 4.10144
H -4.07734 1.23045 3.28216
H -0.24224 -0.41862 -1.53857
C -5.46852 -1.70470 -4.09720
C -4.45884 -1.63786 -5.23381
N -3.38152 -0.69676 -4.98114
C -2.59175 -0.38105 -6.15897
C -1.78130 -1.50766 -6.80957
C -2.64106 -0.91237 -3.75334
C -1.96961 -2.27669 -3.54051
H -5.83453 -0.70753 -3.84793
H -6.32030 -2.31740 -4.39503
H -5.04532 -2.15235 -3.19673
H -4.97481 -1.30271 -6.13756
H -4.09480 -2.65555 -5.44533
H -1.91811 0.44203 -5.90376
H -3.27981 0.02331 -6.90802
H -0.91119 -1.78414 -6.21513
H -1.41506 -1.17773 -7.78373
H -2.38495 -2.40131 -6.97276
H -3.31936 -0.73979 -2.91146
H -1.88181 -0.12768 -3.66882
H -2.63420 -3.11252 -3.76161
H -1.66859 -2.37241 -2.49349
H -1.07154 -2.39021 -4.14649
C 8.05971 -0.26029 -2.27076
C 8.39346 -1.73230 -2.46547
N 7.91978 -2.56951 -1.37772
C 8.48787 -3.90528 -1.38024
C 8.15879 -4.82880 -2.55914
C 6.49729 -2.47819 -1.09166
C 5.51468 -2.77452 -2.23003
H 8.40436 0.08657 -1.29554
H 8.55261 0.33543 -3.04049
H 6.98852 -0.06797 -2.34583
H 9.48106 -1.83981 -2.50734
H 8.01342 -2.05411 -3.44839
H 8.19576 -4.39848 -0.44888
H 9.57575 -3.79357 -1.32617
H 7.13092 -5.18805 -2.52348
H 8.80942 -5.70539 -2.52962
H 8.31790 -4.33546 -3.51889
H 6.29194 -1.46960 -0.72331
H 6.28281 -3.13662 -0.24606
H 5.78557 -2.25022 -3.14823
H 4.51881 -2.43926 -1.94503
H 5.44318 -3.83830 -2.45401
*
```

Here are the Mulliken charges for atoms 1 to 5, given in e:
1 C -0.90
2 O -0.32
3 C -0.48
4 C -0.73
5 C -0.90

=====

Entry from the OMol25 dataset: a 6-piece molecular cluster, C31H61N5O4P overall at a distorted geometry (ωB97M-V/def2-TZVPD).

Calculated values
E = -58064.51877 eV
E_HOMO = -3.71 eV
Strongest force on any atom = 2.1 eV/A
M = 598.834 u
Kohn-Sham gap = 5.64 eV

ORCA input file:
```
! RIJCOSX wB97M-V def2-TZVPD def2/J DEFGRID3
* xyz -1 1
C 4.68265 0.79283 2.13044
C 4.19845 1.77219 1.07127
O 3.93466 3.03308 1.68049
C 3.69336 4.05569 0.80440
O 4.54864 4.41256 -0.00774
C 2.34051 4.69534 0.91385
C 1.24140 3.77859 0.36252
C -0.12165 3.93328 1.06779
P -0.53078 2.71481 2.51855
C -2.43064 2.95635 2.25254
O 1.17413 2.60268 2.88717
C -0.92611 1.51317 3.98724
C 0.09727 0.41228 4.23923
O -0.41393 1.28980 1.49451
C -0.84616 1.25950 0.17842
C -1.28918 -0.16833 -0.16105
H 4.07311 -0.10469 2.10232
H 5.70471 0.47683 1.94881
H 4.57783 1.22669 3.11671
H 4.91646 1.89063 0.26386
H 3.28496 1.37966 0.62543
H 2.36491 5.65912 0.42149
H 2.15499 4.85863 1.97525
H 1.08576 4.09305 -0.67385
H 1.56122 2.74517 0.30764
H -0.91085 4.01826 0.32469
H -0.08520 4.90928 1.55262
H -0.57252 3.83710 3.43731
H -2.83258 3.20403 3.23486
H -2.66551 3.76707 1.57346
H -2.89815 2.02401 1.94162
H 1.55573 1.90570 2.35461
H -1.01283 2.12876 4.88372
H -1.89274 1.03570 3.82280
H 0.36628 -0.08600 3.31169
H 0.99583 0.74036 4.74628
H -0.33941 -0.35811 4.88944
H -1.65364 1.94192 -0.09225
H -0.01254 1.48724 -0.50124
H -1.83848 -0.54225 0.70103
H -1.94244 -0.19377 -1.02778
H -0.42078 -0.80618 -0.27008
C 0.31166 -2.96450 -4.19415
C -0.91073 -3.87184 -4.30849
C -2.11059 -3.34225 -3.52134
C -1.79537 -3.24520 -2.09628
N -1.49939 -3.16578 -0.99041
H 0.65782 -2.88490 -3.16430
H 1.13823 -3.35903 -4.78874
H 0.09107 -1.95695 -4.54945
H -0.66003 -4.86657 -3.95489
H -1.19707 -3.97255 -5.35586
H -2.96703 -4.00667 -3.64124
H -2.39898 -2.35236 -3.87912
C 4.71144 -1.21566 -5.15511
C 3.81524 -0.13904 -5.75604
C 3.28220 0.84414 -4.70846
C 2.47969 0.15338 -3.69894
N 1.84907 -0.38840 -2.90829
H 4.16506 -1.83173 -4.44002
H 5.09307 -1.87564 -5.93459
H 5.56564 -0.77286 -4.63981
H 2.97528 -0.61114 -6.26926
H 4.37414 0.42265 -6.50707
H 2.65905 1.60482 -5.17842
H 4.10538 1.35192 -4.20422
C 1.45025 -2.18890 1.15091
C 1.72131 -3.50235 1.87955
C 1.34028 -3.44062 3.36271
C 2.10891 -2.41084 4.06074
N 2.70352 -1.56078 4.54983
H 2.04554 -1.37533 1.56651
H 1.70359 -2.27698 0.09389
H 0.39900 -1.90583 1.22121
H 2.77803 -3.76413 1.78731
H 1.15012 -4.30442 1.40635
H 1.52256 -4.39753 3.85358
H 0.28018 -3.20408 3.46733
C -4.11442 7.70387 2.18953
C -5.51744 7.39288 2.69950
C -5.66749 5.93961 3.16001
C -5.40488 5.01056 2.06254
N -5.19891 4.27965 1.20318
H -3.86675 7.09976 1.31650
H -4.03622 8.75233 1.89907
H -3.36474 7.50863 2.95754
H -6.24607 7.60143 1.91328
H -5.75490 8.05091 3.53842
H -6.67510 5.75488 3.53338
H -4.96514 5.72231 3.96651
C -0.90598 -7.90238 -1.35623
C -2.42451 -7.77921 -1.38779
C -3.03263 -8.22230 -2.72504
C -2.52695 -7.40033 -3.82443
N -2.13112 -6.70456 -4.64708
H -0.43913 -7.25764 -2.10181
H -0.52032 -7.60565 -0.38184
H -0.59009 -8.93039 -1.54704
H -2.70701 -6.74462 -1.18599
H -2.85687 -8.38942 -0.59309
H -4.11840 -8.12923 -2.70070
H -2.78974 -9.26520 -2.93389
*
```

Here are the Mulliken charges for atoms 1 to 5, given in e:
1 C -1.06
2 C 0.08
3 O -0.29
4 C 0.27
5 O -0.66

=====

Entry from the OMol25 dataset: a 3-piece molecular cluster, C31H62BrN5O5PSSi overall at a distorted geometry (ωB97M-V/def2-TZVPD).

Calculated values
E = -148862.25379 eV
E_HOMO (spin up / spin down) = -10.50 / -10.65 eV
Strongest force on any atom = 9.2 eV/A
M = 755.898 u
Kohn-Sham gap (spin up / spin down) = 5.61 / 5.72 eV

ORCA input file:
```
! RIJCOSX wB97M-V def2-TZVPD def2/J DEFGRID3
* xyz 1 3
C 3.39219 -2.04146 -4.59454
C 3.45280 -0.84036 -4.04546
N 3.51487 0.48935 -3.42342
Br 1.84730 1.15742 -2.90689
C 4.54959 0.60641 -2.37183
N 4.81860 -0.31129 -1.24961
P 3.40398 -0.76754 -0.30789
C 2.28541 -2.04683 -1.13115
C 3.77909 -1.14432 1.50844
S 5.93486 -1.57726 -1.60518
C 5.44436 -3.27968 -1.05748
O 7.23028 -1.24549 -0.84118
O 6.36024 -1.66095 -3.07707
N 5.33548 1.70621 -2.44383
C 5.06249 2.70343 -3.55672
C 5.44228 2.49656 -4.96657
C 6.46133 2.01217 -1.50268
C 6.01898 2.33512 0.01271
O 5.05187 3.41105 0.14892
Si 5.24155 4.08079 1.74959
C 5.13637 2.81025 3.17839
C 3.85273 5.41681 1.98427
C 6.91725 5.04781 1.87930
H 3.19463 -2.99324 -5.19641
H 1.98627 -2.81863 -0.30350
H 1.29932 -1.64630 -1.56153
H 2.85119 -2.68326 -1.93064
H 2.95141 -1.80377 1.99460
H 4.84606 -1.53497 1.68763
H 3.71572 -0.12349 2.07499
H 6.43190 -3.80819 -0.72418
H 4.99583 -3.88295 -1.93394
H 4.72798 -3.32713 -0.16047
H 4.56855 3.68904 -3.22104
H 6.51238 2.50693 -5.38420
H 4.56373 2.36669 -5.72359
H 6.97542 2.98144 -1.90619
H 7.27291 1.18511 -1.59495
H 7.00590 2.57770 0.59452
H 5.60341 1.37520 0.53624
H 5.91098 1.95094 3.12613
H 4.06659 2.37249 3.34703
H 5.38134 3.38838 4.16558
H 2.79115 4.95686 1.88210
H 4.03825 5.88986 3.02998
H 4.06099 6.22066 1.16640
H 7.70597 4.26699 2.22686
H 6.85596 5.97011 2.56420
H 7.20269 5.31102 0.77812
C -0.79513 2.82520 -0.50118
C -0.63027 2.04123 0.83202
C -0.98032 0.54038 0.65496
C -2.46731 0.22211 0.65741
C -3.14326 0.84141 1.87309
C -2.89628 2.36229 1.96556
N -1.43643 2.71634 1.89766
O -0.87868 2.38815 3.11090
C -3.69093 3.05296 0.82707
C -3.57323 2.90441 3.25409
C 0.90996 2.09185 1.08267
H -1.67006 3.47071 -0.53644
H 0.04229 3.51211 -0.67040
H -0.84784 2.15379 -1.36331
H -0.51988 -0.03819 1.46649
H -0.53571 0.15560 -0.27146
H -2.93176 0.56752 -0.27112
H -2.60680 -0.86398 0.68130
H -4.21809 0.63314 1.83090
H -2.77560 0.34178 2.77840
H -3.49647 4.12969 0.80844
H -4.76852 2.92208 0.96879
H -3.47977 2.64687 -0.16292
H -3.21606 2.40645 4.16152
H -4.65588 2.74434 3.22472
H -3.40471 3.98062 3.36460
H 1.24838 3.11274 1.28893
H 1.45341 1.73585 0.20029
H 1.22112 1.45550 1.91707
C -4.78066 -5.26750 0.22604
C -5.46188 -3.97673 0.76382
C -6.83716 -4.28780 1.41035
C -7.98204 -4.47678 0.42775
C -8.04458 -3.30952 -0.54868
C -6.70537 -3.09280 -1.28488
N -5.54050 -2.96953 -0.34229
O -5.61146 -1.72341 0.23451
C -6.49997 -4.26890 -2.27443
C -6.83863 -1.85875 -2.21869
C -4.52719 -3.54776 1.93828
H -4.79220 -5.36121 -0.85790
H -3.71468 -5.29522 0.47906
H -5.23875 -6.17030 0.63836
H -7.11554 -3.46732 2.08405
H -6.76269 -5.17874 2.04484
H -7.87642 -5.42876 -0.10134
H -8.92695 -4.53813 0.97808
H -8.84971 -3.48795 -1.27021
H -8.32725 -2.40154 -0.00117
H -5.52996 -4.19665 -2.77579
H -7.26794 -4.26060 -3.05470
H -6.57487 -5.25165 -1.80775
H -7.12683 -0.94976 -1.68044
H -7.61199 -2.02241 -2.97619
H -5.89999 -1.66144 -2.74705
H -3.54174 -3.23956 1.57317
H -4.37617 -4.38242 2.63133
H -4.94348 -2.72551 2.52799
*
```

Here are the Mulliken charges for atoms 1 to 5, given in e:
1 C -0.44
2 C 0.06
3 N 0.17
4 Br 0.12
5 C -0.98